86
Properties=species:S:1:pos:R:3:forces:R:3:mulliken_charge:R:1 method="wB97M-V/def2-TZVPD" orbital_gap_ev="5.36 / 5.31" fmax_ev_per_a=1.92 e_tot_ha=-2319.2325 charge=0
C 3.711940 3.763951 -1.835703 -0.034 -0.056 -0.017 -0.9802
C 3.373838 0.029428 2.413132 -0.049 -0.089 -0.003 -1.0797
C 0.727767 0.375010 6.576074 -0.012 0.008 -0.042 -0.5047
C 2.123783 1.997685 1.601514 0.010 -0.019 0.014 -0.8155
C -1.326242 -2.092190 0.936836 0.067 0.042 -0.063 -0.7134
H -1.782261 4.385268 1.034097 0.046 0.017 0.005 0.5578
H 1.688547 6.136192 -0.552967 0.011 -0.033 -0.002 0.4328
N -0.505329 1.213187 3.188036 -0.066 -0.197 0.280 -0.0081
H 0.582654 -3.440368 -4.990480 -0.016 0.041 0.049 0.4240
H 1.215580 2.266844 1.076236 0.015 -0.013 0.035 -0.9966
N -1.525153 -0.794764 0.636272 0.040 0.063 0.000 1.4803
C -0.008244 0.491033 4.277433 0.069 -0.021 0.064 0.2340
H 1.081490 -4.169325 -2.649761 0.002 0.006 -0.006 0.4879
H 4.157067 0.404565 -0.820861 -0.069 -0.012 -0.016 0.2601
C 2.743341 -2.178875 1.840723 0.073 0.073 -0.001 -0.9410
H -2.027450 -3.863242 1.901421 -0.004 -0.011 0.013 0.4902
N 0.656209 1.771103 -1.220403 -1.319 0.977 0.989 0.3957
H -1.988053 0.395661 -4.359009 0.025 0.009 0.027 0.6126
H -0.366661 5.575513 -0.553993 0.027 0.026 -0.046 0.6500
C 3.598568 -1.323299 2.523525 -0.055 0.050 -0.042 -0.8785
C -0.634087 -0.802488 -3.239896 -0.132 0.012 0.024 -0.0168
H 2.521531 -0.106134 -1.266884 -0.125 -0.079 0.028 -0.1953
C -2.688192 -0.224139 0.986840 0.083 0.098 -0.052 0.7776
H -3.993401 1.195253 0.094667 0.031 -0.021 0.029 0.5556
C 2.492242 1.078879 -3.800278 -0.052 0.066 0.029 -1.5917
H -1.477077 2.982661 -1.700793 0.016 0.023 0.008 -0.0004
H -0.781925 2.945343 0.884682 -0.017 -0.115 0.013 -0.5793
N 1.507198 -0.324063 0.953234 -0.186 -0.081 0.290 1.6496
H -4.535420 -0.397447 2.035947 0.044 -0.045 -0.007 0.5306
C 2.835043 2.686815 -1.887629 0.237 -0.157 0.005 0.5032
C -0.330234 -1.613993 -4.330418 0.057 -0.063 -0.024 -0.8592
C 1.522432 2.842701 -1.366906 0.582 -0.844 -0.314 -0.1265
H 3.896970 -0.638965 -2.225512 0.030 0.020 -0.007 0.5975
H 2.455981 1.922896 -4.495269 -0.014 -0.075 0.053 0.4123
C -1.429683 0.451923 -3.425246 0.027 0.021 0.067 -0.4562
H 4.718184 3.637984 -2.219156 -0.015 0.003 0.004 0.4360
H -0.230987 0.812237 2.304399 -0.159 0.017 -0.224 -0.7987
C 0.257530 1.113749 5.499107 0.015 -0.007 -0.020 -0.6604
H -0.312980 2.199828 3.222351 -0.004 0.125 -0.005 0.3448
C -2.219723 -2.819340 1.694519 -0.066 -0.005 0.044 -0.5886
H -0.788769 1.336921 -3.435625 -0.016 -0.037 0.002 0.0731
C 0.673008 -1.616153 5.247436 -0.023 0.055 -0.040 -0.6836
C 0.942887 -0.992250 6.459797 0.012 -0.011 0.019 -0.6266
H 0.090800 2.182725 5.602016 0.012 -0.080 -0.009 0.4066
H 1.470257 0.834857 -3.502878 0.061 0.010 -0.026 0.1250
H 2.072418 2.373196 2.627267 0.050 -0.027 -0.061 0.5924
H -1.036524 4.409366 -2.639626 -0.043 -0.022 0.068 0.3664
I -3.495414 -2.288405 -1.915718 -0.169 -0.130 -0.046 -0.6398
H 1.308991 -1.564545 7.303930 -0.024 0.038 -0.054 0.3875
C 2.320801 0.512952 1.632831 0.023 -0.056 -0.042 0.7548
C -3.617349 -0.904675 1.766465 -0.033 -0.014 0.005 -1.0090
C 1.715967 -1.658569 1.073928 0.030 0.037 -0.154 -0.7531
C 3.326653 4.985710 -1.308836 -0.021 0.016 0.009 -1.2608
C 3.483334 0.198096 -1.658575 0.149 0.101 0.028 -1.0432
C 0.340834 -2.804497 -4.146653 -0.044 0.071 0.009 -0.6867
H -0.025714 -1.383843 3.223910 0.022 0.088 0.177 0.1823
C 0.309101 -2.361460 -1.804080 -0.024 -0.001 0.093 -0.2846
H 4.031909 5.807119 -1.257356 -0.036 -0.036 -0.004 0.3929
H -2.151482 0.538464 -2.608363 0.060 -0.012 -0.055 -0.1279
C 0.637941 -3.202580 -2.849440 -0.065 -0.048 -0.006 -0.8661
C -3.378526 -2.204790 2.147460 -0.005 0.029 -0.012 -0.7483
H 0.928238 0.876733 7.515911 -0.010 -0.021 -0.040 0.3877
H 0.826043 -2.684887 5.141182 -0.007 0.049 0.001 0.4098
C -0.350975 4.482586 -0.580216 0.037 -0.054 -0.220 0.1607
H 3.990414 0.746003 2.940923 -0.015 -0.030 -0.011 0.5761
C -2.986604 1.166384 0.515327 -0.132 -0.183 0.152 -1.2423
C -1.362094 4.063054 -1.654271 0.012 0.075 -0.019 -1.3493
H -2.288902 1.471186 -0.256597 0.093 0.090 -0.123 -0.4049
H 4.404734 -1.708967 3.136689 -0.037 0.026 -0.040 0.4603
H -0.091681 4.429517 1.574232 -0.083 -0.056 -0.056 0.3798
H -2.338419 4.509160 -1.445166 0.057 -0.018 0.009 0.4460
H -2.928871 1.874117 1.344281 0.015 0.000 0.000 0.3815
H 2.866173 -3.252192 1.906275 0.005 0.002 0.008 0.5077
H -0.653091 -1.300978 -5.315171 0.012 -0.023 0.051 0.5046
C -0.772520 4.029124 0.813675 0.060 0.045 0.131 -0.7299
C 1.086934 4.127350 -0.952949 -0.234 0.084 0.118 1.1923
H -4.098712 -2.751349 2.743829 0.032 0.030 -0.026 0.4485
C 3.339972 1.416860 -2.569140 -0.145 0.055 0.006 0.2411
C 0.201132 -0.887287 4.166270 -0.053 -0.012 -0.058 0.6845
H 2.967726 2.489187 1.107020 -0.070 -0.060 -0.011 0.4654
Sb 0.389702 -3.130946 0.197918 0.000 0.233 -0.073 0.7514
H 2.904389 0.214279 -4.327117 -0.002 0.041 0.032 0.4440
C 2.015989 5.161802 -0.899081 -0.028 -0.035 -0.046 -1.1181
N -0.254386 -1.161800 -2.004501 0.221 -0.221 0.116 1.2462
H 4.344800 1.662955 -2.919233 0.024 0.025 -0.068 0.7116
Rh -0.070691 0.314498 -0.473430 1.223 0.235 -0.908 0.8525